Here is a cluster of 15 separate species, C7H40O14 in total at a distorted geometry from the Open Molecules 2025 dataset. Energies are from ωB97M-V/def2-TZVPD.

Output
**Relative energy (zero: lowest compared OMol25 entry of this formula, charge and spin)**: 1.509 eV
**Lowest unoccupied orbital energy**: 0.2 eV

Positions of all 61 atoms, in Å:
C (-2.7904, 2.9145, -0.3307)
C (-1.3468, 2.6067, -0.0518)
C (-0.4496, 3.5632, 0.1802)
C (-1.5264, 0.4191, 1.1412)
C (-0.9117, 1.2049, 0.2669)
C (0.1405, 0.6231, -0.6501)
C (-0.9958, -0.9289, 1.5249)
H (-3.4458, 2.1583, 0.0711)
H (-3.1491, 3.7951, 0.1834)
H (-2.9903, 3.0158, -1.3895)
H (0.5552, 3.3568, 0.5814)
H (-0.5386, 4.6385, 0.1925)
H (-2.4374, 0.7195, 1.6612)
H (1.1557, 0.5370, -0.2710)
H (-0.0278, -0.4457, -0.8546)
H (0.3186, 1.2000, -1.5406)
H (-1.5618, -1.7822, 1.1811)
H (-0.0407, -0.9912, 1.0268)
H (-0.8936, -0.9950, 2.5987)
H (2.5553, -0.9260, 1.9600)
H (3.5509, -0.1941, 1.0539)
O (3.3635, -1.0745, 1.4618)
H (3.2918, 0.4206, -2.0983)
H (3.6480, 1.4940, -3.2483)
O (3.0423, 1.2669, -2.5187)
H (2.6672, -1.5765, -2.3151)
H (2.9892, -1.9877, -0.8972)
O (3.2686, -1.3809, -1.6140)
H (1.9419, -4.8288, 0.2039)
H (0.9489, -4.4355, 1.2955)
O (1.1158, -5.0762, 0.5675)
H (0.0688, 1.1109, -4.0044)
H (-0.0325, -0.3664, -3.4008)
O (-0.4837, 0.4959, -3.5744)
H (2.0776, 1.8676, 1.7302)
H (1.4289, 1.7206, 3.0716)
O (1.8361, 1.1936, 2.3884)
H (1.6955, -1.5042, 4.1194)
H (0.7774, -0.6514, 3.0959)
O (1.2601, -1.4671, 3.2504)
H (-5.0779, -0.4374, -1.5997)
H (-3.7879, 0.3437, -1.8482)
O (-4.2273, -0.2403, -1.1978)
H (-2.2125, 0.6475, -3.7705)
H (-3.5016, -0.0705, -3.7899)
O (-3.1530, 0.7834, -3.5355)
H (-0.6128, 2.2295, 3.0784)
H (-1.2039, 2.0673, 4.4338)
O (-0.6479, 1.6234, 3.8290)
H (-2.2710, -1.2466, 4.6251)
H (-2.6655, -0.4787, 3.3933)
O (-2.8758, -1.2741, 3.8809)
H (0.2321, -4.5075, -1.0346)
H (-1.0084, -3.5282, -0.9154)
O (-0.2764, -3.7731, -1.4746)
H (0.3610, -2.6386, -2.6947)
H (1.2500, -2.8615, -3.8426)
O (1.0287, -2.1152, -3.2350)
H (3.8085, 2.5821, 0.1846)
H (3.1959, 1.5320, -0.7158)
O (3.5698, 1.6522, 0.1803)

Here is a cluster of 7 separate species, C5H25N2O7 in total at a distorted geometry from the Open Molecules 2025 dataset. Energies are from ωB97M-V/def2-TZVPD.

Output
**Relative energy (zero: lowest compared OMol25 entry of this formula, charge and spin)**: 5.664 eV
**Lowest unoccupied orbital energy**: -2.9 eV
**Total charge**: +1

Positions of all 39 atoms, in Å:
C (-2.5997, -1.0300, -0.6406)
N (-1.3076, -1.7583, -0.8802)
C (-1.2370, -3.0837, -0.3327)
C (0.2648, -3.3465, -0.0974)
O (1.0402, -2.6712, -0.8039)
C (-2.5943, 0.1594, 0.3996)
N (-1.5209, 1.2228, -0.0725)
C (-2.1649, 2.4609, -0.6292)
H (-3.4209, -1.7914, -0.3897)
H (-2.9760, -0.7924, -1.5767)
H (-0.7182, -1.5806, -1.6055)
H (-1.7048, -3.8538, -0.9542)
H (-1.8601, -3.1596, 0.5507)
H (0.4210, -4.2209, 0.3777)
H (-2.1843, -0.0550, 1.3818)
H (-3.6771, 0.5504, 0.4421)
H (-0.9268, 0.7406, -0.7829)
H (-0.9452, 1.5714, 0.6815)
H (-2.1218, 2.6001, -1.6835)
H (-3.1233, 2.7158, -0.0385)
H (-1.5873, 3.4054, -0.5308)
H (2.2768, 1.1452, 0.6555)
H (1.9381, 1.0610, 2.2331)
O (2.1933, 1.7383, 1.5222)
H (2.7269, -1.5365, -1.7302)
H (3.4320, -0.9379, -2.9070)
O (3.2048, -0.7332, -1.9841)
H (2.7310, 1.3569, -1.9342)
H (2.6889, 2.9792, -1.9610)
O (2.4707, 2.1732, -1.6152)
H (0.4820, 0.7683, 2.8712)
H (0.5983, -0.7240, 3.6436)
O (0.7287, -0.2103, 2.7187)
H (3.4829, -1.0548, -0.0532)
H (2.2483, -2.0686, -0.0406)
O (2.8145, -1.4632, 0.6144)
H (0.0232, 3.8466, 1.9298)
H (0.9020, 2.6466, 1.3735)
O (0.0018, 2.9297, 1.8486)

Here is an isolated molecule of C4H6O2 from the Open Molecules 2025 dataset. Energies are from ωB97M-V/def2-TZVPD.

Output
**SMILES**: C[C@]12O[C@H]1[C@@H]2O
**Relative energy (zero: lowest compared OMol25 entry of this formula, charge and spin)**: 4.094 eV
**Lowest unoccupied orbital energy**: 0.9 eV

Positions of all 12 atoms, in Å:
C (0.2829, -1.0359, -1.1445)
C (-0.3963, -0.0609, -0.2580)
O (-1.8170, 0.1474, -0.1039)
C (-0.8851, 1.1345, 0.3674)
C (-0.0068, 0.2135, 1.1496)
O (1.3095, 0.6736, 1.2418)
H (1.3160, -1.1390, -0.7907)
H (-0.2332, -1.9719, -0.9012)
H (0.2605, -0.8855, -2.2232)
H (1.4450, 1.1656, 0.4148)
H (-0.9859, 2.2095, 0.2851)
H (-0.2895, -0.4509, 1.9629)